The following is a quantum chemistry calculation of C15H12Cl2N2O3 in the gas phase at a distorted geometry, from the Open Molecules 2025 dataset.

```
34
Properties=species:S:1:pos:R:3:forces:R:3
C 0.615429 2.217053 -4.463506 -0.2 0.0 0.5
C 0.350051 1.743368 -3.046701 0.3 -0.4 -0.4
O -0.316862 2.792913 -2.349827 -0.1 -0.1 0.2
C -0.627432 2.540794 -1.079987 -0.5 1.0 0.4
C -1.212599 3.332138 -0.130824 0.4 -0.2 -1.1
N -1.314964 2.610608 1.020037 0.1 -0.9 0.6
C -0.808218 1.445210 0.754791 -0.5 1.0 0.3
C -0.686961 0.331810 1.643836 -0.1 -0.8 0.8
C -0.113871 -0.948398 1.379147 -0.4 0.5 0.7
C 0.505252 -1.372406 0.120112 0.2 -0.3 -0.1
C 1.698479 -0.796598 -0.312519 -0.1 -0.3 -0.1
Cl 2.470104 0.384234 0.680641 0.2 0.1 0.0
C 2.276581 -1.155889 -1.518364 0.0 0.1 0.1
C 1.655310 -2.103552 -2.313194 -0.1 0.0 0.1
C 0.469605 -2.691055 -1.910193 -0.1 0.0 0.0
C -0.097109 -2.324598 -0.699530 0.3 0.2 0.0
Cl -1.585172 -3.035422 -0.207153 -0.2 -0.2 -0.1
N -0.211836 -1.714562 2.432328 0.7 -0.8 -0.7
O -0.826097 -0.997279 3.400654 -0.3 0.5 0.3
C -1.119656 0.226623 2.949082 0.3 0.4 -1.1
C -1.798333 1.198804 3.829330 0.0 -0.2 0.1
O -0.367363 1.334947 -0.531416 0.0 -0.1 -0.1
H 1.123954 1.435114 -5.019639 0.1 -0.1 -0.1
H -0.321771 2.456725 -4.957810 -0.1 0.0 -0.1
H 1.236342 3.108323 -4.447947 0.1 0.1 0.0
H 1.288584 1.502828 -2.530993 -0.1 0.0 0.0
H -0.278129 0.843003 -3.044281 0.1 0.1 0.0
H -1.554048 4.341240 -0.202603 0.0 0.3 -0.2
H 3.203935 -0.698470 -1.824416 0.1 0.1 0.0
H 2.100442 -2.386379 -3.254355 0.0 0.0 -0.1
H -0.020271 -3.428420 -2.525463 -0.1 -0.1 0.0
H -1.988694 0.749265 4.799554 0.0 0.0 0.1
H -1.178444 2.085944 3.941673 0.0 0.1 0.0
H -2.733193 1.516526 3.372151 -0.1 0.0 0.0
```
Forces are in eV/Å.

Its frontier orbital gap is 8.5 eV. The strongest force on any atom is 0.0250 Eh/bohr. For the total energy, the calculation gives -49915.916 eV. As for the structure (SMILES): CCOc1cnc(-c2c(-c3c(Cl)cccc3Cl)noc2C)o1. As for the total charge: 0. The calculation puts the highest occupied orbital energy at -7.90 eV.


The following is a quantum chemistry calculation of C15H12ClN3O3 in the gas phase at a distorted geometry, from the Open Molecules 2025 dataset.

```
34
Properties=species:S:1:pos:R:3:forces:R:3
C 0.156957 -2.577829 3.151362 -0.1 0.0 0.3
N -0.650081 -2.212174 2.005718 0.1 -0.3 0.0
C -0.193887 -2.719820 0.730492 -0.1 -0.1 -0.2
C 0.698686 -1.740303 0.044447 0.3 0.6 -0.3
N 0.477114 -0.477368 -0.118281 -0.2 -0.3 0.3
C 1.588010 -0.043953 -0.792135 0.0 -1.2 0.2
C 1.766388 1.336112 -1.187178 0.2 0.6 -0.2
C 2.891599 1.729337 -1.910037 -0.2 0.0 0.1
C 3.046977 3.049539 -2.281076 0.0 0.1 0.0
C 2.075130 3.976545 -1.927883 -0.1 -0.3 0.1
Cl 2.269207 5.626507 -2.393592 0.0 0.2 -0.1
C 0.951984 3.597423 -1.206196 0.1 0.1 -0.1
C 0.798725 2.276170 -0.835964 0.2 -0.2 -0.1
N 2.436407 -1.014163 -1.024054 0.6 1.0 -0.5
O 1.869863 -2.124531 -0.480070 -0.6 -0.5 0.4
C -1.495815 -1.145303 2.127218 -0.1 0.1 0.0
O -1.668157 -0.574719 3.183793 0.0 0.2 0.0
C -2.251384 -0.754810 0.907328 -0.6 -0.7 -0.4
C -3.071901 -1.458522 0.064454 0.5 0.2 0.6
C -3.611119 -0.514836 -0.838389 0.1 0.6 0.0
C -3.082273 0.686376 -0.475172 -0.6 -0.4 -0.6
O -2.276574 0.549595 0.582066 0.3 0.3 0.5
H 0.108918 -3.656192 3.308778 0.1 0.0 0.0
H 1.198437 -2.277255 3.013005 0.0 0.0 0.0
H -0.247649 -2.063419 4.020527 0.1 -0.1 0.0
H -1.045676 -2.925052 0.076762 0.3 -0.1 0.1
H 0.357557 -3.648445 0.892450 -0.1 0.1 0.0
H 3.631758 0.989792 -2.171329 0.1 0.0 -0.1
H 3.913612 3.365352 -2.840249 0.1 0.0 0.0
H 0.210331 4.333168 -0.937832 0.0 0.1 0.0
H -0.061925 1.955855 -0.269559 -0.1 0.0 0.1
H -3.295014 -2.506279 0.101388 0.0 -0.2 0.1
H -4.295053 -0.708030 -1.638955 -0.1 0.0 -0.2
H -3.201151 1.671231 -0.881837 0.1 0.2 0.0
```
Forces are in eV/Å.

Its frontier orbital gap is 9.3 eV. The strongest force on any atom is 0.0246 Eh/bohr. For the total energy, the calculation gives -38883.713 eV. As for the structure (SMILES): CN(Cc1nc(-c2ccc(Cl)cc2)no1)C(=O)c1ccco1. As for the total charge: 0. The calculation puts the highest occupied orbital energy at -8.95 eV.


The following is a quantum chemistry calculation of a molecular structure, C15H12ClNO2Pb at a distorted geometry, from the Open Molecules 2025 dataset.

```
32
Properties=species:S:1:pos:R:3:forces:R:3
Cl -1.142695 -3.128712 2.442250 0.0 0.3 0.1
C -0.086263 -3.179249 -1.574502 -0.2 -2.3 1.6
C -0.669744 -2.075623 -2.266060 -1.2 0.9 -0.9
C -2.041690 -1.981256 -1.907709 -0.5 0.1 0.6
H -0.133212 -1.366234 -2.914322 -0.4 -0.5 0.3
C -2.345528 -3.054051 -0.978837 -0.3 1.5 -0.4
C -1.094313 -3.795814 -0.773039 1.9 -0.5 -0.4
H -1.007005 -4.618215 -0.016097 0.1 0.7 -1.2
H 0.968635 -3.505913 -1.595314 -0.8 0.2 -0.2
H -2.790855 -1.202663 -2.170106 0.9 -0.7 -0.1
C -3.608038 -3.264176 -0.210840 -0.4 -0.1 0.4
Pb -0.762419 -1.611022 0.526465 -0.2 -0.9 -1.4
C -2.197967 -0.166104 1.617898 -2.2 2.5 2.2
O -2.752924 0.481707 2.346207 0.5 -0.7 -0.8
C 1.341045 -1.403375 1.497053 4.7 1.2 3.2
O 2.190909 -1.117062 2.204405 -2.6 -0.9 -2.2
H -4.178202 -2.330968 0.007654 0.4 -0.5 -0.5
H -3.467953 -3.769738 0.776053 0.2 0.2 -0.9
H -4.279002 -3.905996 -0.818771 0.2 0.2 0.2
N 0.078901 0.694730 -0.736069 1.3 1.2 1.4
C 0.766296 1.580261 -0.350976 -1.7 -2.0 -1.3
C 1.571227 2.678339 -0.008732 0.4 0.5 0.4
C 2.981612 2.528525 -0.057307 -0.7 -0.5 -0.1
C 3.762486 3.595562 0.347923 -0.2 -0.5 -0.2
C 3.135500 4.768721 0.774777 0.4 0.5 0.2
C 1.748138 4.925409 0.821618 -0.4 -0.4 -0.2
C 0.941193 3.874835 0.427085 -0.2 -0.9 -0.2
H 3.378046 1.551252 -0.400277 0.0 0.9 0.3
H 4.840522 3.468029 0.311478 -0.2 0.4 0.1
H 3.762053 5.604612 1.086508 -0.2 -0.2 -0.1
H 1.259114 5.835702 1.154034 0.4 0.0 0.0
H -0.167866 3.888486 0.437551 0.9 0.3 0.1
```
Forces are in eV/Å.

Its frontier orbital gap (alpha / beta) is 4.3 / 5.4 eV. The strongest force on any atom is 0.1130 Eh/bohr. For the total energy, the calculation gives -39083.050 eV. As for the total charge: +2. The calculation puts the highest occupied orbital energy (alpha / beta) at -15.51 / -15.56 eV.


The following is a quantum chemistry calculation of a molecular structure, C15H12IN4O3S3Tl, from the Open Molecules 2025 dataset.

```
39
Properties=species:S:1:pos:R:3:forces:R:3
Tl -0.695179 0.442906 0.483146 0.0 0.4 0.2
O -0.333843 -4.068216 2.291592 -0.1 0.1 0.1
C -0.413710 -2.869673 2.008769 0.1 -0.2 -0.3
N -0.431521 -2.297057 0.798651 0.1 0.2 0.0
C -0.670146 -2.977470 -0.337352 -0.1 -0.1 0.5
O -1.350372 -3.988574 -0.504426 0.1 0.0 -0.2
C -0.057123 -2.317082 -1.562751 0.0 0.1 -0.3
C -0.023801 -3.038233 -2.754475 -0.1 -0.1 0.0
C 0.459145 -2.431118 -3.898549 0.0 0.1 0.1
C 0.919807 -1.124269 -3.812085 0.0 -0.1 -0.1
C 0.890256 -0.496624 -2.577378 0.0 0.1 0.0
N 0.401856 -1.066656 -1.481768 0.0 -0.4 -0.1
C -0.344299 -1.875319 3.159941 0.1 0.1 0.2
C -0.552620 -2.355804 4.450452 0.0 -0.1 0.0
C -0.375991 -1.503339 5.524832 0.0 0.1 -0.1
C 0.026083 -0.198728 5.277965 0.0 -0.1 0.0
C 0.178930 0.208766 3.959930 0.0 0.2 0.1
N -0.018599 -0.601905 2.924361 0.0 -0.4 0.1
H -0.402025 -4.050734 -2.750817 0.0 0.0 0.0
H 0.466705 -2.959734 -4.845070 0.0 0.0 0.0
H 1.290343 -0.602939 -4.685409 0.1 0.0 0.0
H 1.276209 0.508934 -2.451368 0.0 0.0 0.0
H -0.828664 -3.394002 4.569123 0.0 0.0 0.0
H -0.536927 -1.851799 6.539150 0.0 0.0 0.0
H 0.219891 0.491621 6.088649 0.0 0.1 0.0
H 0.460297 1.228313 3.714859 0.0 0.0 -0.1
S 3.160850 3.974276 1.348676 0.3 0.2 0.0
C 1.860829 2.908398 1.231335 0.0 0.1 -0.3
S 2.063897 1.426102 0.317880 -0.3 -0.1 -0.1
S 0.333215 3.285827 1.890038 -0.3 -0.1 0.1
N 0.326270 3.307433 -1.984360 0.6 -0.2 0.6
C -0.815725 2.859454 -2.493861 -0.5 -0.3 -0.2
O -1.319126 1.760411 -2.289561 0.3 0.4 -0.2
C -1.481453 3.733659 -3.552556 -0.1 0.3 0.0
I -1.776543 5.818563 -3.042307 0.1 -0.3 0.0
H 0.826548 2.753096 -1.264284 -0.2 0.1 -0.1
H 0.597910 4.272742 -2.062229 -0.1 0.0 0.0
H -2.462770 3.334664 -3.778005 0.0 0.0 0.1
H -0.868603 3.754110 -4.450738 0.0 0.0 0.0
```
Forces are in eV/Å.

Its frontier orbital gap is 4.2 eV. The strongest force on any atom is 0.0178 Eh/bohr. For the total energy, the calculation gives -73156.047 eV. As for the total charge: -2. The calculation puts the highest occupied orbital energy at -0.57 eV.